This record from the OMol25 dataset describes C5H11NO in the gas phase. The level of theory is ωB97M-V with the def2-TZVPD basis set.

The SMILES is C=NCCCCO. The calculation puts the total energy at -8899.667 eV. The lowest unoccupied orbital energy is 1.11 eV.

ORCA input file:
```
! RIJCOSX wB97M-V def2-TZVPD def2/J DEFGRID3
* xyz 0 1
C 1.3020 -1.1886 2.4582
N 0.9469 -0.6247 1.3910
C 0.3906 -1.4769 0.3449
C 0.0343 -0.5969 -0.8564
C -1.0589 0.4195 -0.5421
C -0.8771 1.8343 -1.0921
O 0.4130 2.3615 -0.7937
H 1.8137 -0.6224 3.2358
H 1.1230 -2.2541 2.6757
H 1.0934 -2.2345 -0.0082
H -0.5181 -1.9101 0.7639
H 0.9413 -0.1157 -1.2133
H -0.3374 -1.2598 -1.6375
H -2.0415 0.0655 -0.8706
H -1.1807 0.5231 0.5421
H -0.9964 1.7902 -2.1721
H -1.6889 2.4105 -0.6572
H 0.6406 2.8793 -1.5683
*
```